The following is a quantum chemistry calculation of 21 unconnected molecules or ions with the total composition H41O21 at a distorted geometry, from the OMol25 dataset.

- HOMO level: -7.7 eV
- DFT total energy: -1604.60515 Ha
- Net charge: -1
- Relative energy (zero: lowest compared OMol25 entry of this formula, charge and spin): 467.3 kJ/mol
- M: 377.307 u

Cartesian coordinates (Å):
O  3.62  2.07  -2.83
H  2.77  1.73  -2.50
H  4.30  1.42  -2.89
O  2.55  1.31  3.65
H  -1.37  2.51  0.27
H  1.67  1.70  3.31
O  1.39  3.68  -2.09
H  2.11  3.59  -2.67
H  1.45  3.45  -1.16
O  0.99  -0.46  2.10
H  0.32  -0.49  2.78
H  0.57  1.96  1.16
O  -0.72  -1.63  -3.05
H  -1.55  -1.29  -3.34
H  -0.48  -2.52  -3.34
O  -3.87  -0.62  -0.18
H  -3.47  0.07  -0.70
H  -4.54  -0.25  0.40
O  2.51  -0.50  -0.07
H  1.92  -0.18  0.64
H  2.51  0.42  3.21
O  2.45  -2.70  1.80
H  2.01  -1.90  2.09
H  3.33  -2.25  2.02
O  -0.68  0.45  0.43
H  0.01  -0.14  0.90
H  -1.24  0.23  -0.35
O  0.25  2.17  2.04
H  3.31  -1.02  0.17
H  0.48  1.17  2.25
O  -1.65  3.51  -3.77
H  0.59  -4.01  -0.24
H  -2.17  3.21  -3.06
O  -3.74  1.72  3.18
H  -3.07  1.49  2.54
H  -4.55  1.25  3.18
O  -1.99  0.74  -2.62
H  -1.85  1.46  -3.27
H  -1.12  0.87  -2.27
O  1.27  -3.73  -3.10
H  1.49  -3.03  -2.49
H  1.02  -4.49  -2.46
O  0.40  -4.66  2.11
H  1.40  -4.19  2.07
H  -0.01  -3.98  1.54
O  1.00  -3.18  -0.47
H  0.99  -2.52  0.25
O  -1.64  3.05  4.08
H  -1.13  2.45  3.56
H  -2.57  2.83  4.07
O  -1.56  -0.06  2.93
H  -1.48  -0.99  2.81
H  -1.45  0.60  2.23
O  3.52  -1.13  -2.81
H  3.92  -1.96  -2.54
H  2.82  -0.76  -2.30
O  -2.46  -2.68  -0.88
H  -2.85  -2.08  -0.22
H  -2.27  -1.99  -1.54
O  -1.33  2.84  -0.67
H  -1.36  3.76  -0.51
H  -0.76  3.66  -3.38

The following is a quantum chemistry calculation of 21 unconnected molecules or ions with the total composition H41O21 at a distorted geometry, from the OMol25 dataset.

- HOMO level: -6.9 eV
- DFT total energy: -1604.53846 Ha
- Net charge: -1
- Relative energy (zero: lowest compared OMol25 entry of this formula, charge and spin): 642.4 kJ/mol
- M: 377.307 u

Cartesian coordinates (Å):
O  0.68  1.84  -1.25
H  0.91  0.85  -0.33
H  -0.15  2.08  -0.79
O  1.22  0.43  0.73
H  -0.27  -0.16  -4.39
H  -2.79  -3.89  -0.68
O  3.59  3.39  -1.68
H  -1.83  -2.53  -1.56
H  3.01  3.79  -1.00
O  -2.73  -2.50  -2.02
H  -3.76  0.78  2.29
H  -3.75  -1.25  -0.67
O  -4.26  -0.47  -0.45
H  -3.73  0.35  -0.36
H  -3.42  -3.14  2.95
O  3.11  0.16  -1.63
H  -2.92  2.31  1.26
H  2.27  0.16  -1.28
O  -2.75  1.36  1.19
H  1.55  2.70  -0.09
H  0.78  4.48  0.84
O  1.71  -1.58  4.72
H  -2.61  -2.82  -2.94
H  3.86  0.69  -1.16
O  4.94  -1.79  0.63
H  1.55  -0.88  5.31
H  -4.99  0.06  2.64
O  -3.57  -2.79  2.04
H  -1.80  1.22  1.19
H  -1.74  -3.58  0.47
O  -2.04  3.02  -0.77
H  -1.58  -0.20  -0.82
H  -1.32  3.36  -1.23
O  0.23  -2.12  1.49
H  3.53  3.10  -2.56
H  1.06  -1.89  0.93
O  -4.46  0.73  3.03
H  4.06  -2.09  0.94
H  4.63  -1.56  -0.22
O  3.32  -4.03  -1.22
H  3.96  -3.22  -1.15
H  2.65  -3.78  -0.51
O  1.84  3.14  0.70
H  2.03  0.90  2.01
H  -0.13  -1.19  1.54
O  -1.57  0.33  -1.67
H  -4.50  -2.58  1.99
O  -1.97  -4.09  -0.33
H  0.44  0.86  1.17
H  -1.63  -0.43  -2.32
O  0.20  5.28  0.99
H  1.68  -0.80  -3.37
H  -0.38  5.28  1.75
O  0.99  -0.70  -2.75
H  2.90  1.40  3.38
H  0.96  0.11  -2.17
O  2.09  1.38  2.85
H  1.50  -2.41  4.75
H  1.82  2.49  1.35
O  -0.23  -0.59  -5.41
H  0.32  -1.32  -5.11
H  -2.48  2.35  -1.23

The following is a quantum chemistry calculation of 21 unconnected molecules or ions with the total composition H42O21 at a distorted geometry, from the OMol25 dataset.

- HOMO level: -10.3 eV
- DFT total energy: -1605.16757 Ha
- Relative energy (zero: lowest compared OMol25 entry of this formula, charge and spin): 673.5 kJ/mol
- M: 378.315 u

Cartesian coordinates (Å):
O  3.77  0.66  -1.81
H  3.05  1.05  -2.29
H  4.65  0.65  -2.23
O  -0.34  -4.02  2.40
H  -0.99  -4.40  1.79
H  0.60  -4.18  2.13
O  -0.17  -2.33  0.15
H  0.66  -2.05  0.58
H  -0.16  -1.89  -0.73
O  2.80  -3.77  1.44
H  2.66  -4.01  2.35
H  2.80  -2.82  1.38
O  1.24  1.58  -2.15
H  0.49  1.30  -1.59
H  1.21  2.55  -2.34
O  3.11  3.28  0.45
H  3.01  3.12  -0.50
H  2.21  3.57  0.66
O  4.40  -0.04  1.26
H  4.01  0.34  0.47
H  5.32  0.31  1.14
O  -3.99  -1.75  -1.59
H  -4.70  -1.23  -1.99
H  -3.68  -1.27  -0.84
O  2.34  -1.29  -4.62
H  2.52  -1.50  -3.67
H  2.84  -0.47  -4.64
O  1.48  0.27  1.26
H  2.15  0.27  1.98
H  1.71  0.97  0.63
O  -1.32  3.80  2.03
H  -0.62  3.31  2.48
H  -2.09  4.01  2.53
O  -3.39  -0.39  4.25
H  -2.78  0.31  3.99
H  -2.84  -1.12  3.89
O  2.18  -3.46  -2.64
H  2.07  -3.39  -1.66
H  1.31  -3.31  -3.05
O  -3.02  1.22  -2.72
H  -3.15  0.91  -3.61
H  -2.93  2.18  -2.82
O  0.74  2.23  2.90
H  1.01  1.69  2.14
H  1.11  2.00  3.74
O  -3.11  -1.67  1.16
H  -3.92  -1.81  0.68
H  -3.00  -2.26  1.91
O  -0.90  1.20  -0.60
H  -1.82  1.29  -0.94
H  -0.80  0.23  -0.49
O  -1.10  -1.39  3.37
H  -0.88  -1.20  2.46
H  -0.76  -2.35  3.58
O  0.33  -0.50  -3.01
H  0.80  -1.15  -3.61
H  0.45  0.16  -3.72
O  -0.62  3.99  -0.94
H  -0.65  4.61  -0.19
H  -0.59  3.18  -0.44
O  -5.04  1.47  -0.15
H  -5.30  1.20  0.72
H  -4.35  2.11  -0.35

The following is a quantum chemistry calculation of 21 unconnected molecules or ions with the total composition H43O21 at a distorted geometry, from the OMol25 dataset.

- HOMO level: -13.0 eV
- DFT total energy: -1605.47728 Ha
- Net charge: +1
- Relative energy (zero: lowest compared OMol25 entry of this formula, charge and spin): 535.2 kJ/mol
- M: 379.323 u

Cartesian coordinates (Å):
O  4.29  1.47  -0.97
H  -3.29  -3.72  1.30
H  0.17  3.27  3.31
O  -1.78  0.29  1.28
H  -2.70  0.60  1.66
H  -0.57  -3.31  -4.31
O  -4.08  -3.23  1.47
H  -3.95  -2.32  1.26
H  2.58  0.66  3.87
O  -0.32  -4.37  1.09
H  1.46  1.25  3.47
H  -4.67  0.94  1.73
O  1.13  2.71  -2.57
H  4.12  1.81  2.32
H  0.97  2.91  -3.51
O  1.71  0.32  3.57
H  3.76  -2.31  -1.85
H  1.14  4.26  -0.43
O  -0.25  -1.12  -1.90
H  0.52  1.99  -2.51
H  0.02  0.44  3.63
O  -0.75  -2.91  -3.45
H  3.63  0.87  -0.69
H  -0.83  -0.80  3.83
O  4.04  -0.43  -2.84
H  -2.09  3.45  -3.64
H  0.52  -2.11  4.51
O  3.85  0.95  2.00
H  -0.19  -5.22  0.68
H  -0.83  2.11  -4.96
O  3.79  -2.29  -0.85
H  3.75  -3.15  -0.42
H  0.35  -0.38  -1.87
O  -2.82  -2.59  -0.57
H  -3.53  -3.12  -0.89
H  0.14  -1.72  -1.29
O  -1.25  3.28  -3.22
H  4.81  0.10  -2.62
H  -1.17  3.70  -2.38
O  0.52  4.86  0.04
H  1.00  5.68  0.11
H  -0.22  -2.13  -3.28
O  0.54  2.75  2.51
H  -1.55  0.88  -4.87
H  -1.30  0.93  0.69
O  -3.54  1.28  -1.92
H  5.16  1.19  -0.72
O  0.80  -1.65  1.45
H  0.29  -2.17  0.78
H  -1.21  0.28  2.21
O  -0.64  1.18  -4.98
H  3.45  -0.33  -2.12
H  1.56  -1.76  0.86
O  -3.96  1.46  2.09
H  3.83  1.17  1.06
H  -2.68  -1.74  -0.95
O  -0.94  0.12  3.60
H  -4.09  1.50  3.10
H  -1.09  -4.24  0.53
O  -0.37  -2.40  4.18
H  -0.09  -2.72  3.24
H  0.60  3.35  1.80
H  -4.40  1.11  -1.54
H  -2.82  1.70  -1.48

The following is a quantum chemistry calculation of a molecular structure, H44O22Sr at a distorted geometry, from the OMol25 dataset.

- HOMO level: -15.1 eV
- DFT total energy: -1712.09550 Ha
- Net charge: +2
- Relative energy (zero: lowest compared OMol25 entry of this formula, charge and spin): 28.7 kJ/mol
- M: 483.950 u

Cartesian coordinates (Å):
Sr  0.03  0.14  0.23
O  4.20  1.36  -2.47
H  5.14  1.24  -2.57
H  3.83  0.50  -2.63
O  3.71  0.42  3.13
H  4.54  0.83  3.34
H  3.70  -0.38  3.66
O  0.76  -0.58  -2.36
H  1.16  -1.36  -2.73
H  0.06  -0.35  -2.97
O  3.80  -1.46  -2.01
H  4.25  -1.57  -2.85
H  4.06  -2.22  -1.50
O  0.76  -2.27  0.17
H  1.43  -2.67  0.72
H  0.41  -3.00  -0.34
O  1.43  1.37  2.14
H  2.18  0.88  2.45
H  1.44  2.18  2.66
O  -0.62  -0.53  2.76
H  -1.23  0.09  3.14
H  -0.05  -0.79  3.49
O  2.85  0.05  0.14
H  3.07  -0.39  -0.68
H  3.51  0.74  0.23
O  -1.92  1.88  1.02
H  -2.41  1.71  1.82
H  -2.40  2.59  0.59
O  -1.98  -1.44  -0.04
H  -2.81  -1.43  0.44
H  -1.91  -2.34  -0.37
O  -1.82  0.66  -1.91
H  -1.84  1.18  -2.72
H  -2.46  -0.03  -2.05
O  -0.30  -4.23  -1.47
H  -0.70  -4.77  -2.15
H  0.42  -3.78  -1.92
O  -2.56  -2.43  -3.47
H  -2.17  -1.98  -4.22
H  -3.06  -1.76  -3.02
O  -1.74  2.74  -3.98
H  -0.91  2.97  -3.57
H  -1.50  2.44  -4.86
O  0.79  3.69  -2.99
H  1.70  3.62  -3.26
H  0.42  4.37  -3.54
O  -4.23  -0.71  -2.23
H  -5.03  -1.13  -1.91
H  -4.54  -0.08  -2.88
O  -0.77  2.28  4.73
H  -0.40  3.12  5.00
H  -0.04  1.67  4.83
O  5.49  -0.87  1.56
H  4.63  -0.57  1.85
H  5.30  -1.63  1.00
O  -2.85  -3.08  3.06
H  -2.86  -2.48  2.31
H  -2.81  -2.50  3.82
O  -3.00  1.11  3.67
H  -3.66  1.53  4.21
H  -2.18  1.53  3.94
O  1.19  2.20  -0.54
H  1.45  2.52  -1.41
H  1.95  2.38  0.01
O  -4.06  -0.67  1.72
H  -3.94  -0.08  2.47
H  -4.90  -0.41  1.35

The following is a quantum chemistry calculation of 23 unconnected molecules or ions with the total composition H46O23 at a distorted geometry, from the OMol25 dataset.

- HOMO level: -10.6 eV
- DFT total energy: -1758.20047 Ha
- Relative energy (zero: lowest compared OMol25 entry of this formula, charge and spin): 54.8 kJ/mol
- M: 414.345 u

Cartesian coordinates (Å):
O  4.36  0.86  -1.65
H  5.30  0.81  -1.73
H  4.02  -0.07  -1.62
O  -0.40  -0.54  2.82
H  -1.09  0.06  3.10
H  -0.78  -1.40  3.08
O  4.53  -0.43  2.23
H  4.41  -0.88  3.07
H  4.36  0.48  2.48
O  -1.98  0.48  -2.90
H  -2.77  0.10  -3.27
H  -1.28  -0.05  -3.36
O  -2.30  3.12  1.50
H  -3.17  2.87  1.93
H  -2.28  3.06  0.56
O  0.79  0.78  -3.61
H  1.28  1.60  -3.77
H  1.44  0.11  -3.87
O  1.40  -3.95  1.18
H  2.29  -4.31  1.06
H  1.50  -3.01  1.47
O  1.65  3.19  1.43
H  0.98  3.75  1.82
H  1.58  3.37  0.47
O  -2.08  -2.59  3.02
H  -2.51  -2.57  2.16
H  -1.68  -3.48  3.14
O  -5.01  2.57  2.35
H  -5.68  2.45  3.04
H  -4.91  1.67  1.99
O  1.84  -1.17  1.39
H  0.97  -0.91  1.71
H  2.41  -0.82  2.08
O  3.53  1.22  -4.74
H  4.06  1.30  -3.92
H  3.71  0.35  -5.10
O  3.74  -1.60  -0.78
H  3.46  -1.31  0.12
H  2.93  -2.10  -1.08
O  -1.34  3.06  -1.62
H  -0.57  2.63  -1.13
H  -1.75  2.40  -2.21
O  -2.21  -2.84  -3.70
H  -1.76  -3.28  -3.00
H  -2.99  -3.41  -3.87
O  -4.42  0.75  0.60
H  -4.60  1.39  -0.06
H  -3.44  0.67  0.64
O  -0.40  2.66  3.44
H  -1.09  2.76  2.74
H  -0.82  2.99  4.26
O  -3.05  -2.53  0.38
H  -4.00  -2.57  0.45
H  -2.85  -1.57  0.30
O  0.93  -1.90  -3.46
H  0.42  -2.64  -3.82
H  0.64  -1.82  -2.55
O  0.86  1.51  -0.80
H  1.50  1.22  -0.12
H  1.05  1.19  -1.70
O  0.08  -3.07  -0.94
H  0.53  -3.60  -0.25
H  -0.45  -2.50  -0.35
O  -1.74  -0.01  -0.13
H  -1.00  0.51  0.22
H  -1.93  0.33  -1.04
O  2.26  1.32  3.40
H  1.36  1.34  3.77
H  2.17  2.03  2.75

The following is a quantum chemistry calculation of 2 unconnected molecules or ions with the total composition H4I2Si2 at a distorted geometry, from the OMol25 dataset.

- HOMO level: -8.9 eV
- DFT total energy: -1176.73620 Ha
- Relative energy (zero: lowest compared OMol25 entry of this formula, charge and spin): 172.7 kJ/mol
- M: 314.012 u

Cartesian coordinates (Å):
Si  2.00  -0.70  -0.53
Si  -3.37  1.79  0.60
I  -2.89  -0.55  -0.13
I  1.28  1.71  -0.21
H  0.87  -1.54  -0.84
H  3.01  -0.95  -1.51
H  2.67  -0.91  0.69
H  -3.57  1.14  1.94

The following is a quantum chemistry calculation of 2 unconnected molecules or ions with the total composition H4I2Si2 at a distorted geometry, from the OMol25 dataset.

- HOMO level: -9.0 eV
- DFT total energy: -1176.73459 Ha
- Relative energy (zero: lowest compared OMol25 entry of this formula, charge and spin): 176.9 kJ/mol
- M: 314.012 u

Cartesian coordinates (Å):
Si  -1.45  -0.58  -0.76
Si  2.78  1.59  1.46
I  3.01  -0.98  1.08
I  -1.38  1.04  1.00
H  -0.36  -1.51  -0.65
H  -2.68  -1.37  -0.51
H  -1.83  0.29  -1.87
H  1.90  1.53  0.25

The following is a quantum chemistry calculation of 2 unconnected molecules or ions with the total composition H4I2Si2 at a distorted geometry, from the OMol25 dataset.

- HOMO level: -8.9 eV
- DFT total energy: -1176.73527 Ha
- Relative energy (zero: lowest compared OMol25 entry of this formula, charge and spin): 175.1 kJ/mol
- M: 314.012 u

Cartesian coordinates (Å):
Si  0.33  0.30  2.42
Si  -0.53  0.35  -4.00
I  -1.24  0.40  0.56
I  0.44  -1.61  -2.81
H  1.46  -0.62  2.31
H  1.19  1.60  2.60
H  -0.25  0.10  3.76
H  -1.40  -0.51  -4.84